Molecular formula: C20H27N3O2
Method: DFT, ωB97M-V/def2-TZVPD

The geometry in XYZ format:
```
52
Properties=species:S:1:pos:R:3:forces:R:3
C -1.6291 1.1622 -3.5026 -0.04 0.21 0.14
C -1.7691 2.4447 -2.6863 -0.07 -0.18 -0.56
N -1.6903 2.1899 -1.2737 0.37 0.06 0.42
C -0.5892 1.9628 -0.5295 -0.11 0.03 0.25
C -1.0079 1.7470 0.7655 0.12 0.10 -0.21
C -0.1906 1.4591 1.9808 -0.04 0.01 -0.10
N -0.5742 0.1818 2.5610 -0.14 0.10 0.10
C -0.0788 -0.0546 3.9023 0.21 0.07 0.15
C 1.4092 -0.4218 3.9511 -0.23 -0.10 -0.04
C 1.6749 -1.6299 3.0567 0.12 0.20 -0.13
C 1.1732 -1.3500 1.6413 -0.15 -0.23 0.48
C 1.2670 -2.5524 0.7379 0.14 0.18 0.14
O 1.3912 -3.6815 1.1588 -0.07 0.10 -0.06
C 1.0641 -2.2783 -0.7134 -0.18 -0.42 -0.54
C 0.2399 -3.1414 -1.4265 0.09 0.05 0.26
C -0.0121 -2.9075 -2.7671 0.04 0.07 -0.06
C 0.5722 -1.8349 -3.4077 0.17 0.16 0.03
C 1.4271 -0.9800 -2.7086 -0.11 -0.14 -0.06
O 1.9623 0.0434 -3.4356 -0.23 -0.24 -0.10
C 2.9206 0.8759 -2.8305 0.15 0.14 0.09
C 1.6636 -1.1993 -1.3587 0.10 0.19 -0.01
C -0.3277 -0.9516 1.7084 0.12 -0.05 -0.29
C -2.4156 1.8521 0.6989 0.37 -0.05 -0.12
C -3.3803 1.7060 1.8184 -0.05 0.00 -0.08
N -2.7974 2.1167 -0.5377 -0.77 0.04 -0.04
H -0.6473 0.7194 -3.3595 0.09 -0.05 -0.01
H -1.7609 1.3805 -4.5587 0.00 -0.01 -0.15
H -2.3828 0.4415 -3.1957 -0.07 -0.07 0.02
H -2.7456 2.8994 -2.8654 0.17 0.04 0.07
H -0.9851 3.1561 -2.9642 -0.13 0.00 0.07
H 0.3926 1.9878 -0.9592 0.23 -0.01 -0.11
H 0.8794 1.5149 1.7168 -0.03 0.09 0.08
H -0.3877 2.2263 2.7372 0.13 -0.04 0.00
H -0.2731 0.8352 4.5060 -0.05 -0.04 0.02
H -0.6631 -0.8822 4.3185 0.02 0.02 0.09
H 1.6950 -0.6443 4.9800 0.05 0.05 0.04
H 2.0084 0.4278 3.6140 0.06 0.05 0.05
H 2.7417 -1.8637 3.0342 -0.03 -0.10 0.03
H 1.1525 -2.5056 3.4472 0.03 -0.05 -0.01
H 1.7236 -0.5108 1.2086 0.02 -0.01 -0.06
H -0.2021 -3.9821 -0.9150 -0.03 -0.08 0.05
H -0.6629 -3.5691 -3.3181 -0.07 -0.05 -0.06
H 0.3952 -1.6397 -4.4536 -0.03 0.03 -0.13
H 2.4986 1.4410 -1.9923 0.02 -0.04 -0.01
H 3.7869 0.3055 -2.4814 -0.04 0.01 0.01
H 3.2367 1.5726 -3.6053 0.01 -0.02 0.09
H 2.3385 -0.5600 -0.8122 0.03 0.12 0.05
H -0.7005 -0.7258 0.7063 -0.04 -0.08 0.05
H -0.8928 -1.8007 2.1055 0.02 -0.08 -0.06
H -3.2805 2.5406 2.5120 -0.06 0.03 0.11
H -3.1743 0.7872 2.3632 -0.05 -0.02 0.07
H -4.3935 1.6898 1.4282 -0.10 0.02 0.02
```
Forces are in eV/Å.

Output
structure (SMILES): CCn1cc(CN2CCC[C@@H](C(=O)c3cccc(OC)c3)C2)c(C)n1
F_max: 0.0150 hartree/bohr
ΔE to the lowest compared entry with this formula, charge and spin: 49.2 kcal/mol

=====

Molecular formula: C28H48Cl2O3OsP2
Method: DFT, ωB97M-V/def2-TZVPD

The geometry in XYZ format:
```
84
Properties=species:S:1:pos:R:3:forces:R:3
P 0.6412 -0.7260 -1.5272 -0.37 0.07 1.91
C 2.3724 -0.5614 -0.9380 0.02 -0.16 -0.45
C 3.2395 -1.2407 -2.0309 0.57 -0.05 0.68
C 4.7259 -1.2482 -1.5622 -0.65 -0.64 -0.64
C 5.2099 0.1360 -1.1208 0.52 -0.57 -0.39
C 4.3135 0.8224 -0.1092 -0.24 0.22 0.04
C 2.8475 0.8645 -0.5502 -0.54 -0.54 0.17
C -0.1076 0.6993 -2.3495 -0.04 0.01 -0.01
C 0.5616 0.6901 -3.7277 -0.43 1.04 -0.63
C -0.2236 1.6965 -4.6205 0.09 -1.00 -0.05
C -0.3459 3.0842 -3.9627 0.50 -0.15 -1.10
C -0.8263 3.0880 -2.5255 -0.23 -0.33 0.32
C -0.0789 2.0856 -1.6358 0.20 -0.60 -0.04
C 0.0630 -2.4352 -1.9704 -0.40 0.90 1.25
C 0.4304 -3.3901 -0.7952 0.03 -0.31 -0.27
C 0.0553 -4.8111 -1.2736 0.28 0.38 0.19
C -1.4186 -4.9391 -1.6529 -0.12 -0.34 -0.11
C -1.9406 -3.7901 -2.5146 -0.12 0.50 -0.09
C -1.4869 -2.3947 -2.0294 0.00 -0.43 -0.19
H 2.4014 -1.1287 0.0050 -0.11 -0.20 -0.23
H 3.1292 -0.6915 -2.9735 0.10 -0.04 0.05
H 2.8850 -2.2791 -2.1988 0.26 0.51 0.03
H 5.3299 -1.6828 -2.3926 -0.16 0.51 0.57
H 4.7921 -1.9733 -0.7449 0.06 0.13 0.12
H 6.2336 0.0213 -0.7297 -0.30 0.21 -0.07
H 5.2823 0.7497 -2.0171 0.06 0.23 -0.13
H 4.3822 0.3382 0.8567 -0.03 -0.33 0.28
H 4.6662 1.8448 0.0605 -0.06 -0.06 -0.08
H 2.1907 1.1942 0.2762 0.36 0.09 -0.39
H 2.7320 1.5532 -1.3836 0.05 0.05 -0.15
H -1.1854 0.4859 -2.4546 0.34 -0.31 -0.03
H -1.2224 1.2417 -4.7715 0.27 0.31 0.03
H 0.5431 -0.3199 -4.1691 0.03 0.33 0.00
H 1.6140 1.0099 -3.6323 -0.27 -0.13 -0.03
H 0.2616 1.7059 -5.6211 -0.33 0.40 0.57
H -1.0006 3.6911 -4.6088 0.19 -0.03 0.35
H 0.6523 3.5342 -4.0175 -0.05 0.13 0.08
H -0.7435 4.0924 -2.1149 0.10 0.05 0.09
H -1.8879 2.8517 -2.4904 -0.23 -0.13 -0.03
H -0.5471 1.9511 -0.6510 0.01 0.26 -0.22
H 0.9433 2.4294 -1.4559 -0.14 -0.08 -0.12
H 0.4816 -2.7914 -2.9145 0.11 0.13 -0.03
H 1.4967 -3.3576 -0.5257 -0.25 0.03 -0.15
H -0.1243 -3.0987 0.1136 0.19 0.00 -0.38
H 0.6794 -5.0039 -2.1500 0.01 -0.19 -0.09
H 0.3320 -5.5592 -0.5191 -0.11 0.19 -0.13
H -2.0259 -5.0247 -0.7474 0.04 0.08 0.02
H -1.5525 -5.8792 -2.2139 -0.06 0.23 0.27
H -3.0390 -3.8286 -2.5905 0.35 0.00 0.07
H -1.5530 -3.8893 -3.5335 -0.06 -0.16 -0.07
H -1.8581 -1.6253 -2.7185 0.08 -0.18 0.03
H -1.8940 -2.1504 -1.0339 0.22 -0.06 -0.30
Os -1.0354 0.1502 2.6179 0.63 -0.92 -4.51
Cl -2.8311 -0.3237 0.7575 1.22 0.25 0.33
Cl 0.7825 -1.5793 2.3985 0.27 -0.49 -0.38
C 0.3951 1.3501 2.4094 0.52 2.13 -0.25
H 1.4867 1.2398 2.3283 -0.30 -0.50 0.44
C 0.0151 2.7856 2.3711 -0.77 0.91 -0.02
C -1.2765 3.1614 1.8811 1.01 -1.02 0.37
C -1.6886 4.4766 1.9617 -1.80 0.16 -0.72
C -0.8989 5.4694 2.4977 1.39 -0.10 0.53
C 0.3932 5.1298 2.9643 -0.67 0.37 -0.26
C 0.8383 3.8246 2.8796 0.46 -1.19 0.03
H -1.9154 2.3271 1.5001 0.35 1.06 0.16
H -2.7132 4.7315 1.5918 0.98 -0.19 0.35
H 1.0344 5.8926 3.4026 -0.13 -0.11 -0.12
H 1.8447 3.5214 3.2498 -0.80 0.44 -0.24
H -1.2388 6.4940 2.5727 -0.08 -0.05 -0.04
C -2.1208 -3.2662 3.1975 0.46 1.58 -0.85
O -2.2474 -2.3536 4.3953 -0.06 -0.50 -0.56
P -2.1332 -0.7484 4.2554 -3.16 -0.57 2.30
O -3.7539 -0.2081 4.3658 0.65 -1.42 -1.10
C -4.7345 -0.8150 3.4363 -0.13 -0.43 -0.12
O -1.6534 -0.1729 5.7004 -0.25 -0.36 -0.49
C -1.4586 1.2469 5.5582 -0.36 1.30 -0.49
H -1.1687 -2.9972 2.6319 -1.14 -0.43 0.97
H -2.9699 -3.0962 2.4670 0.72 -0.18 1.14
H -2.0861 -4.3094 3.5399 -0.12 0.62 0.23
H -4.3917 -0.7994 2.3259 -0.54 -0.07 2.20
H -4.9790 -1.8604 3.8012 0.54 1.00 -0.57
H -5.7048 -0.2625 3.5273 1.07 -0.10 0.01
H -1.8090 1.5849 4.5505 -0.21 -0.01 0.89
H -0.4065 1.5271 5.4936 0.15 -0.37 0.59
H -2.0017 1.8384 6.3287 0.38 -0.81 -0.33
```
Forces are in eV/Å.

Output
calculated total energy: -82044.462 eV
F_max: 0.0904 hartree/bohr
multiplicity: 5

=====

Molecular formula: C16H18BClN4OS
Method: DFT, ωB97M-V/def2-TZVPD

The geometry in XYZ format:
```
42
Properties=species:S:1:pos:R:3:forces:R:3
C 3.2273 -1.5110 -0.9228 1.17 -0.25 -0.08
C 3.8439 -0.0658 -0.9916 0.07 -0.36 0.94
Cl 4.5547 0.2573 -2.6606 -0.44 -0.29 0.96
C 2.8960 1.0897 -0.4735 0.21 0.40 -0.69
C 1.4433 1.0669 -1.0405 -3.17 -0.25 0.33
C 0.2616 0.7259 -0.2150 1.03 0.71 -2.30
B 0.4057 0.3280 1.3546 -0.22 0.26 -0.09
O 1.1699 1.2131 2.1914 -1.93 -0.58 -0.36
N -0.2626 -0.8644 1.8670 2.10 1.01 -0.35
C 0.2037 -1.2705 3.2152 -0.84 -1.02 0.56
C -0.2713 -1.9919 0.9048 -0.95 -1.02 -0.51
C -1.1538 0.7549 -0.8163 -0.32 0.36 -2.52
C -2.4326 0.4491 0.0332 -1.08 -0.13 1.07
C -2.8004 1.2973 1.2044 -1.60 -2.46 -1.14
C -4.0490 0.9500 1.9098 1.22 0.61 -0.63
N -4.9261 -0.0649 1.6142 2.61 0.44 -1.57
C -4.5514 -0.8315 0.5397 0.99 0.07 -1.03
C -3.3538 -0.6714 -0.3102 -0.20 2.24 2.17
C -1.4372 1.0706 -2.2267 1.77 -0.42 2.25
C -0.2771 1.4249 -3.1098 -0.33 -0.23 1.15
N -0.3696 1.7812 -4.4291 1.61 -0.44 2.04
S 1.1961 2.1157 -4.9238 -0.80 -0.92 3.27
N 1.9910 1.8299 -3.4778 -1.19 -0.23 0.48
C 1.1218 1.4328 -2.4852 -0.48 0.49 -2.16
H 3.0578 -1.7992 0.1623 -0.16 0.50 -1.24
H 2.3274 -1.6732 -1.5719 0.71 0.37 0.75
H 4.0365 -2.2216 -1.2824 -1.00 0.78 0.33
H 4.7436 -0.0688 -0.3022 -0.99 0.10 -0.93
H 2.9431 1.0605 0.6567 -0.50 -0.10 -1.30
H 3.3646 2.0827 -0.7624 -0.50 -1.15 0.24
H 0.5691 1.4665 2.9240 0.87 -0.20 -0.23
H 0.2998 -0.4105 3.9388 0.15 -0.91 -1.03
H -0.5685 -1.9619 3.6838 0.85 0.73 -0.59
H 1.1503 -1.8704 3.1074 -0.64 0.76 0.46
H 0.6738 -2.0885 0.2929 -0.84 0.00 0.89
H -0.4835 -2.9502 1.4729 0.44 1.05 -0.66
H -1.1141 -1.9129 0.1502 0.92 0.14 0.98
H -2.1890 2.1802 1.5373 -0.70 -1.12 -0.49
H -4.3289 1.6144 2.7785 0.22 -0.92 -1.02
H -5.2538 -1.6677 0.2537 0.79 1.03 0.50
H -3.1616 -1.3509 -1.1846 -0.22 0.84 1.11
H -2.4965 1.0556 -2.6066 1.37 0.09 0.44
```
Forces are in eV/Å.

Output
calculated total energy: -48924.784 eV
F_max: 0.0678 hartree/bohr

=====

Molecular formula: C2H6S2
Method: DFT, ωB97M-V/def2-TZVPD

The geometry in XYZ format:
```
10
Properties=species:S:1:pos:R:3:forces:R:3
C 0.0898 -0.6674 -3.0901 0.64 -0.07 -1.46
S -0.1971 -1.7523 -1.9771 0.13 -0.90 0.41
H 0.6703 -0.8080 -4.0546 -0.63 -0.03 1.29
H -0.3441 0.2903 -2.9368 -0.14 1.00 -0.21
C -0.3631 0.1682 1.9037 4.24 -0.84 -0.13
S 1.1684 1.1955 1.7022 0.06 0.39 0.02
H -0.6893 0.2190 2.8806 -0.28 -0.57 2.27
H 0.0229 -0.7705 1.5170 -1.00 -0.37 0.31
H -1.1111 0.5756 1.3675 -2.20 1.26 -2.48
H 2.1692 0.2927 1.9172 -0.83 0.11 -0.01
```
Forces are in eV/Å.

Output
structure (SMILES): C=S.CS
F_max: 0.0841 hartree/bohr
ΔE to the lowest compared entry with this formula, charge and spin: 43.3 kcal/mol

=====

Molecular formula: C10H14N2S
Method: DFT, ωB97M-V/def2-TZVPD

The geometry in XYZ format:
```
27
Properties=species:S:1:pos:R:3:forces:R:3
C 3.7330 -1.5866 -0.8043 1.46 0.51 -1.74
C 2.0697 0.3342 -0.3455 0.28 -1.52 1.34
C 0.9675 1.6316 1.8222 0.15 -0.64 0.02
C -0.2739 -0.4106 -0.0338 3.39 -1.06 -2.18
C -0.7307 -1.4748 0.7652 -3.71 0.75 1.85
C -2.0988 -1.3465 1.0765 -1.62 -1.82 -0.35
C -2.9826 -0.4284 0.4085 -0.12 -1.44 1.38
C -2.4594 0.4012 -0.5393 1.62 0.52 -3.72
C -3.3994 1.2273 -1.4416 1.51 1.79 1.43
C -1.0397 0.4301 -0.8752 -0.97 -0.88 1.73
H 3.1599 -1.8720 -1.7171 0.43 0.73 0.36
H 4.8784 -1.6486 -1.1291 -2.49 0.00 0.99
H 3.4231 -2.4930 -0.1697 0.56 2.16 0.39
H 4.2313 0.5219 0.0163 -2.44 -1.83 -1.59
H -0.0713 0.8379 1.4947 3.25 3.07 1.74
H 0.8307 2.7425 2.1838 -0.54 -2.49 -0.25
H 1.7910 1.0768 2.6240 -2.43 1.50 -2.70
H -0.2944 -2.3309 1.3459 0.70 1.41 -1.25
H -2.6010 -2.2182 1.6570 0.93 1.82 -0.70
H -4.1144 -0.4820 0.5728 1.87 0.14 -0.17
H -3.8608 0.8781 -2.4064 0.94 0.19 1.12
H -4.1027 1.4486 -0.6844 -2.01 0.19 0.13
H -2.8931 2.2602 -1.4244 -0.65 -1.37 -1.23
H -0.5293 1.0218 -1.7160 -1.14 -0.86 1.63
N 3.4838 -0.0534 -0.5666 -1.13 -0.42 1.55
N 1.1493 -0.5810 -0.2217 1.91 1.70 -1.00
S 1.7339 2.1136 0.1084 0.23 -2.16 1.24
```
Forces are in eV/Å.

Output
F_max: 0.0933 hartree/bohr
ΔE to the lowest compared entry with this formula, charge and spin: 132.8 kcal/mol

=====

Molecular formula: C11H17BN6OSn
Method: DFT, ωB97M-V/def2-TZVPD

The geometry in XYZ format:
```
37
Properties=species:S:1:pos:R:3:forces:R:3
C -0.2897 3.0916 -0.6318 0.27 -2.53 1.15
N -0.0935 1.8703 -1.1012 -0.66 -0.54 1.50
N 0.0637 1.8821 -2.4910 0.25 2.59 0.21
C -0.0241 3.1566 -2.8380 0.55 -2.19 -2.52
C -0.2430 3.9597 -1.7002 -0.24 3.19 -1.07
B 0.2908 0.6071 -3.3448 -1.24 -1.46 -1.07
N 1.4124 -0.3288 -2.7324 2.66 -0.33 -1.60
N 1.5469 -0.5653 -1.3611 1.90 -2.30 0.00
C 2.5877 -1.4427 -1.2124 -2.64 2.19 1.72
C 3.1848 -1.6566 -2.4573 1.43 -1.01 -0.79
C 2.4107 -0.9559 -3.3886 -2.78 2.23 -0.53
Sn -0.3801 -0.1384 -0.4246 -0.58 -1.12 1.24
N -1.0350 -0.2403 -3.3395 0.94 1.02 -0.20
N -1.6306 -0.7075 -2.1821 0.62 0.30 0.21
C -2.7729 -1.3601 -2.5808 0.22 0.46 -0.27
C -2.8965 -1.2576 -3.9644 0.25 0.09 0.24
C -1.7813 -0.5620 -4.4077 -0.17 -0.01 0.61
H -3.4751 -1.8656 -1.9310 0.23 0.16 0.33
H -1.4813 -0.2599 -5.3963 -0.01 -0.05 -0.18
H -3.7019 -1.6125 -4.5849 -0.10 -0.22 0.06
H 0.5687 0.8800 -4.4743 0.05 0.11 0.36
H 2.5066 -0.8206 -4.4586 0.19 -0.22 -0.07
H 0.0868 3.3799 -3.8989 -0.05 0.51 0.23
H 4.0793 -2.2320 -2.6776 0.03 -0.05 0.09
H -0.3583 5.0598 -1.6992 0.08 -0.61 0.07
H 2.8870 -1.8625 -0.2606 -0.03 0.13 0.12
H -0.4281 3.2894 0.4094 -0.12 0.13 0.59
H -1.0733 -2.3501 -0.2755 -0.78 -1.31 -0.71
C -0.4156 -2.0467 0.4936 -0.39 -0.56 1.31
H 0.5103 -2.6583 0.4928 -0.29 0.82 -0.10
H 0.5088 -0.6749 1.9086 0.09 1.91 0.06
H -0.9522 -2.1229 1.4634 0.35 0.28 -0.57
C 0.0309 0.0988 3.5099 -0.26 1.42 0.62
O 0.3237 0.2875 2.1157 0.06 -2.35 -3.09
H -1.0093 0.1553 3.7546 -0.61 0.35 -0.02
H 0.6353 0.8447 3.9554 0.15 0.61 1.17
H 0.3836 -0.8518 3.7384 0.64 -1.63 0.91
```
Forces are in eV/Å.

Output
calculated total energy: -29127.304 eV
F_max: 0.0756 hartree/bohr
charge: +4

=====

Which of these has the lowest F_max?
C20H27N3O2